Here is C10H13NO3 as an isolated structure from the OMol25 dataset. Energies are from ωB97M-V/def2-TZVPD.

Output
* ΔE to the lowest compared entry with this formula, charge and spin: 106.8 kcal per mole
* net charge: 0
* M: 195.2 g/mol

XYZ file:
```
27
C10H13NO3, DFT ωB97M-V/def2-TZVPD
C -1.162 -0.551 -2.308
C 0.054 -1.799 0.361
C -1.676 -1.306 -3.289
C -2.867 0.369 -0.204
C 0.912 -0.625 0.024
C -0.128 0.397 -0.722
C -1.532 -0.255 -0.437
C 1.378 2.211 1.678
C 1.578 -0.250 1.345
C 2.345 1.040 1.383
N -1.231 -1.417 0.327
O 0.484 -2.963 0.544
O -3.167 1.524 -0.330
O -0.023 0.256 -2.102
H -0.990 -1.391 -4.207
H -2.623 -1.817 -3.119
H -3.702 -0.388 0.117
H 1.655 -0.855 -0.701
H -0.052 1.485 -0.345
H 0.720 2.151 2.653
H 0.619 2.290 0.853
H 1.962 3.104 1.685
H 0.856 -0.313 2.153
H 2.399 -1.038 1.371
H 3.181 1.072 2.268
H 2.949 1.107 0.443
H -1.939 -2.036 0.557
```


Here is C10H13NPY as an isolated structure from the OMol25 dataset. Energies are from ωB97M-V/def2-TZVPD.

Output
* ΔE to the lowest compared entry with this formula, charge and spin: 4.0 kcal per mole
* net charge: 0
* M: 267.1 g/mol

XYZ file:
```
26
C10H13NPY, DFT ωB97M-V/def2-TZVPD
C -0.718 -1.862 -2.227
C -2.018 -2.154 -2.699
C -2.729 -0.930 -2.885
C -1.868 0.156 -2.545
C -0.619 -0.359 -2.140
Y 1.854 -1.444 0.386
P 2.617 0.985 -0.192
H 0.088 -2.570 -2.001
H -2.413 -3.152 -2.884
H -3.755 -0.837 -3.237
H 0.272 0.212 -1.868
H -2.128 1.213 -2.585
H 2.995 1.493 -1.477
H 3.739 0.026 -0.049
H 3.171 2.044 0.586
C 0.208 1.694 2.889
C -0.783 1.465 1.930
C -0.820 0.260 1.266
N 0.188 -0.645 1.447
C 1.056 -0.513 2.542
C 1.094 0.689 3.237
H 0.259 2.665 3.386
H -1.526 2.223 1.678
H -1.576 -0.040 0.548
H 1.573 -1.436 2.870
H 1.839 0.818 4.023
```


Here is an isolated ion of composition C10H13O and charge +1 from the OMol25 dataset. Energies are from ωB97M-V/def2-TZVPD.

Output
* ΔE to the lowest compared entry with this formula, charge and spin: 23.1 kcal per mole
* net charge: +1
* M: 149.2 g/mol

XYZ file:
```
24
C10H13O, DFT ωB97M-V/def2-TZVPD
C 0.468 -1.420 -0.098
C 1.824 0.452 0.208
C 1.765 -0.915 -0.024
C 0.775 1.277 0.152
C -0.574 -0.533 -0.202
C -2.933 -0.137 0.381
C -3.003 -0.093 -1.082
C -2.084 -1.003 -0.360
C 2.968 -1.671 0.203
C 0.837 2.701 0.519
O -0.434 0.775 0.052
H 0.181 -2.515 -0.254
H 2.780 1.079 0.342
H -2.543 0.849 0.809
H -3.759 -0.656 0.927
H -3.790 -0.703 -1.503
H -2.781 0.729 -1.807
H -2.423 -2.023 -0.457
H 3.587 -1.420 -0.750
H 2.778 -2.773 0.299
H 3.479 -1.350 1.101
H 1.107 3.271 -0.414
H 1.774 2.832 1.003
H 0.004 3.248 0.956
```


What is the ΔE to the lowest compared entry with this formula, charge and spin in the first record? 106.8 kcal per mole